# 1
118
Properties=species:S:1:pos:R:3:mulliken_charge:R:1 method="wB97M-V/def2-TZVPD" e_lumo_ha=-0.074 relative_energy_kcal_mol=105.0 charge=+1 energy_ev=-165975.5509
Al -0.931 0.968 -0.227 -1.764
O 2.764 1.665 -0.124 0.294
P 3.606 0.470 -0.138 0.787
C 2.861 -0.890 -1.163 -1.030
P 1.272 -1.513 -0.520 -0.538
O 0.383 -0.298 -0.281 -0.280
C 1.665 -2.412 0.990 1.693
C 2.382 -3.592 0.839 -0.985
C 2.705 -4.344 1.951 -0.824
C 2.275 -3.939 3.206 -1.059
C 1.576 -2.753 3.354 -0.775
C 1.292 -1.971 2.248 0.063
C 0.654 -2.736 -1.763 2.797
C 1.629 -2.995 -2.837 -1.333
C 1.286 -3.527 -4.020 -0.959
C -0.084 -3.710 -4.398 -1.324
C -1.065 -3.363 -3.555 -1.332
C -0.823 -2.953 -2.159 1.486
C 3.907 -0.198 1.517 0.283
C 4.718 -1.298 1.761 -0.270
C 4.919 -1.722 3.061 -0.725
C 4.319 -1.047 4.114 -0.635
C 3.532 0.067 3.874 -0.590
C 3.330 0.493 2.574 -0.754
C 5.230 0.747 -0.919 0.711
C 6.306 1.079 -0.107 -0.645
C 7.519 1.438 -0.666 -0.742
C 7.659 1.477 -2.042 -0.508
C 6.584 1.162 -2.857 -0.758
C 5.370 0.801 -2.300 -0.386
H 3.590 -1.692 -1.269 0.959
H 2.653 -0.433 -2.134 0.908
H 2.682 -3.908 -0.152 0.372
H 3.282 -5.248 1.844 0.506
H 2.503 -4.543 4.069 0.484
H 1.250 -2.434 4.332 0.541
H 0.782 -1.023 2.339 0.474
H 2.667 -2.781 -2.654 0.353
H 2.052 -3.750 -4.745 0.530
H -0.305 -4.051 -5.397 0.470
H -2.097 -3.399 -3.871 0.587
H -2.864 -2.667 -1.756 0.691
H 5.206 -1.802 0.939 0.491
H 5.554 -2.574 3.255 0.441
H 4.481 -1.386 5.126 0.430
H 3.082 0.608 4.693 0.432
H 2.737 1.368 2.353 0.498
H 6.185 1.053 0.966 0.397
H 8.347 1.695 -0.023 0.422
H 8.606 1.753 -2.479 0.407
H 6.687 1.206 -3.930 0.433
H 4.536 0.569 -2.946 0.279
C -4.480 3.111 -1.734 -1.709
C -3.027 3.107 -1.276 1.298
C -2.336 4.414 -1.647 -1.668
P -2.732 2.564 0.502 1.516
C -3.280 3.826 1.798 0.704
C -4.022 5.068 1.318 -1.627
C -2.075 4.234 2.642 -1.561
C -4.017 1.300 0.637 -0.248
C -5.340 1.557 0.986 -0.343
C -6.280 0.540 1.053 0.720
C -7.707 0.803 1.428 -1.723
C -5.866 -0.756 0.759 -1.330
C -4.563 -1.028 0.411 -0.626
C -3.609 -0.008 0.339 0.568
N -2.300 -0.249 -0.032 1.198
C -1.913 -1.603 -0.204 -2.001
C -1.662 -2.343 0.893 1.097
C -1.908 -1.744 2.257 -2.037
C -1.230 -3.720 0.921 -0.880
C -0.536 -4.427 0.019 0.425
C -0.149 -5.845 0.339 -2.070
C -0.129 -3.995 -1.326 -1.219
C -1.950 -2.066 -1.647 0.319
C -2.064 -0.858 -2.590 -1.668
H -4.512 3.235 -2.815 0.500
H -5.026 3.939 -1.292 0.297
H -4.985 2.183 -1.482 0.374
H -2.496 2.294 -1.808 -0.004
H -1.315 4.449 -1.275 0.271
H -2.880 5.270 -1.258 0.379
H -2.302 4.506 -2.733 0.464
H -3.948 3.233 2.437 0.608
H -3.357 5.745 0.788 0.350
H -4.414 5.596 2.184 0.457
H -4.862 4.818 0.678 0.266
H -1.381 4.846 2.068 0.321
H -1.550 3.353 3.011 0.308
H -2.410 4.820 3.498 0.504
H -5.657 2.569 1.196 0.276
H -7.848 1.838 1.733 0.376
H -7.998 0.153 2.253 0.378
H -8.369 0.590 0.586 0.342
H -6.579 -1.567 0.804 0.449
H -4.270 -2.043 0.193 0.551
H -1.588 -0.696 2.300 0.065
H -1.386 -2.307 3.026 0.700
H -2.974 -1.762 2.484 0.550
H -1.442 -4.208 1.863 0.446
H -0.442 -6.101 1.354 0.415
H 0.928 -5.975 0.250 0.454
H -0.622 -6.551 -0.344 0.421
H 0.187 -4.853 -1.918 0.657
H -1.982 -1.168 -3.628 0.766
H -1.257 -0.139 -2.387 0.398
H -3.020 -0.362 -2.453 0.305
Br 3.300 5.887 -1.622 -0.180
C 2.026 4.497 -1.352 -0.331
C 1.504 4.299 -0.085 -0.771
C 0.578 3.293 0.099 -0.896
C 0.180 2.449 -0.946 2.231
C 0.742 2.669 -2.204 -0.757
C 1.643 3.698 -2.416 -0.914
H 1.834 4.914 0.738 0.492
H 0.167 3.124 1.092 0.306
H 0.463 2.034 -3.039 0.512
H 2.047 3.884 -3.401 0.527

=====

# 2
122
Properties=species:S:1:pos:R:3:mulliken_charge:R:1 method="wB97M-V/def2-TZVPD" e_lumo_ha=0.017 relative_energy_kcal_mol=0.0 charge=0 energy_ev=-74320.3909
C -3.594 -1.809 4.884 -0.902
N -2.271 -2.282 4.538 -0.183
C -1.225 -1.466 4.311 0.324
C 0.101 -2.173 4.021 -0.255
O -1.329 -0.231 4.335 -0.478
H -4.258 -1.407 4.109 0.245
H -3.523 -1.034 5.616 0.293
H -4.138 -2.632 5.404 0.344
H -2.162 -3.328 4.468 0.294
H 0.770 -1.445 3.494 -0.506
H 0.058 -3.013 3.303 0.519
H 0.497 -2.449 5.052 0.385
C -0.751 3.898 2.595 0.155
C -1.669 4.637 1.912 -0.403
C -3.010 4.513 2.220 -0.494
N -3.444 3.677 3.180 -0.547
C -2.578 2.930 3.853 -0.502
C -1.215 3.053 3.578 -0.064
H 0.344 4.020 2.418 0.349
H -1.456 5.304 1.096 0.391
H -3.763 5.017 1.615 0.446
H -3.031 2.367 4.662 0.431
H -0.507 2.434 4.098 0.269
C 4.209 0.267 -1.247 -0.087
C 4.938 1.415 -0.839 -0.624
C 6.054 1.095 -0.035 -0.278
N 6.462 -0.117 0.348 -0.663
C 5.807 -1.172 0.001 -0.485
C 4.722 -0.977 -0.860 -0.076
H 3.368 0.324 -1.851 0.828
H 4.588 2.408 -1.030 0.474
H 6.634 1.961 0.244 0.329
H 6.158 -2.156 0.265 0.439
H 4.224 -1.901 -1.198 0.172
C -4.387 1.480 -0.770 -0.104
C -4.559 0.127 -0.971 0.415
C -5.274 -0.548 -0.043 -0.584
N -5.577 -0.034 1.143 -0.589
C -5.350 1.245 1.354 -0.644
C -4.741 2.046 0.428 -0.176
H -3.890 2.122 -1.528 0.245
H -4.268 -0.400 -1.858 0.272
H -5.594 -1.630 -0.210 0.338
H -5.847 1.684 2.165 0.468
H -4.737 3.114 0.675 0.531
C 0.567 -3.320 -4.719 -0.278
C 1.000 -3.876 -3.492 -0.878
C 1.635 -3.018 -2.609 -0.044
N 1.768 -1.692 -2.802 0.063
C 1.215 -1.135 -3.928 -0.379
C 0.724 -1.920 -4.931 -0.669
H 0.107 -4.003 -5.428 0.484
H 0.865 -4.989 -3.336 0.385
H 1.978 -3.439 -1.680 0.461
H 1.400 -0.079 -3.992 0.568
H 0.287 -1.531 -5.848 0.359
C 0.221 5.959 -4.031 -0.454
C 0.958 4.961 -4.677 -0.573
C 1.516 3.934 -3.933 -0.155
N 1.346 3.758 -2.588 -0.112
C 0.677 4.730 -1.999 0.064
C 0.064 5.744 -2.680 -0.500
H -0.186 6.812 -4.503 0.449
H 1.529 5.099 -5.679 0.293
H 2.236 3.250 -4.360 0.448
H 0.544 4.702 -0.898 0.132
H -0.645 6.372 -2.153 0.384
C -2.990 -2.809 -3.311 0.119
C -2.525 -3.463 -2.157 0.206
C -1.997 -4.721 -2.237 -0.741
N -1.917 -5.405 -3.420 -0.555
C -2.379 -4.775 -4.474 -0.585
C -2.834 -3.456 -4.512 -0.377
H -3.405 -1.781 -3.174 0.186
H -2.559 -3.004 -1.147 0.355
H -1.784 -5.305 -1.381 0.426
H -2.490 -5.385 -5.377 0.380
H -3.104 -2.919 -5.415 0.454
C -0.283 -0.659 0.467 -1.554
C -1.326 0.112 0.781 -0.525
C -1.261 1.487 0.547 -0.696
N -0.154 2.039 0.060 0.653
C 0.921 1.237 -0.115 -1.720
C 0.884 -0.132 -0.069 0.408
H -0.273 -1.779 0.542 0.618
H -2.237 -0.300 1.150 0.862
H -2.072 2.190 0.754 0.159
H 1.796 1.771 -0.482 0.311
H 1.731 -0.647 -0.402 1.282
C 1.820 0.791 3.811 -0.408
C 1.737 0.847 5.180 -0.597
C 2.949 0.792 5.918 -0.466
N 4.104 0.768 5.339 -0.602
C 4.221 0.590 4.037 -0.462
C 3.079 0.637 3.221 -0.026
H 0.975 0.862 3.207 1.110
H 0.738 0.781 5.571 0.455
H 2.939 0.638 7.019 0.327
H 5.233 0.501 3.581 0.439
H 3.216 0.524 2.141 0.253
C -1.816 2.719 -3.544 -0.287
C -1.478 1.507 -3.006 0.187
C -1.868 0.348 -3.642 -0.936
N -2.701 0.338 -4.645 -0.200
C -3.186 1.464 -5.057 -0.631
C -2.802 2.704 -4.576 -0.787
H -1.504 3.705 -3.241 0.492
H -0.767 1.398 -2.205 0.365
H -1.514 -0.590 -3.277 0.977
H -3.815 1.388 -5.960 0.342
H -3.222 3.622 -4.935 0.472
C 4.560 -4.083 3.637 -0.392
C 4.167 -2.867 3.255 -0.504
C 3.313 -2.796 2.186 0.449
N 3.015 -3.859 1.466 -0.326
C 3.482 -5.059 1.795 -0.260
C 4.178 -5.231 2.980 -0.651
H 5.155 -4.162 4.533 0.411
H 4.619 -1.957 3.695 0.148
H 2.879 -1.823 1.911 0.348
H 3.306 -5.874 1.063 0.374
H 4.652 -6.172 3.236 0.363